# 1
54
Properties=species:S:1:pos:R:3:lowdin_charge:R:1 method="wB97M-V/def2-TZVPD" orbital_gap_ev=9.6 energy_ev=-33847.094 smiles="CC(C)CCn1nnnc1[C@H](c1ccccc1F)N1CCC(C(N)=O)CC1" total_charge=0 homo_ev=-8.90
C -0.45676 3.55929 0.91314 -0.07
C 0.88306 2.95467 0.49796 -0.44
C 1.51791 3.80299 -0.60218 -0.07
C 1.83045 2.85462 1.70054 -0.15
C 1.51979 1.68120 2.63630 -0.12
N 1.96993 0.43850 2.07380 -0.06
N 3.25529 0.08711 2.15836 0.05
N 3.39997 -1.01390 1.55288 -0.03
N 2.25010 -1.43633 1.04999 0.06
C 1.34228 -0.53813 1.36986 -0.23
C -0.10320 -0.54700 1.01253 -0.18
C -0.75402 -1.89795 1.24565 -0.10
C -0.16778 -3.09854 0.86288 -0.03
C -0.83963 -4.29805 1.02535 -0.07
C -2.11153 -4.32426 1.57167 -0.08
C -2.71403 -3.14377 1.96883 -0.01
C -2.02860 -1.95687 1.79807 -0.22
F -2.63009 -0.80968 2.20344 0.06
N -0.25634 -0.04643 -0.35429 -0.12
C -1.62757 0.26478 -0.71109 -0.17
C -1.63942 1.13257 -1.96466 -0.12
C -0.92379 0.44107 -3.12328 -0.25
C -0.76076 1.40603 -4.29056 -0.53
N -0.75705 0.81347 -5.50792 0.17
O -0.61675 2.59963 -4.15634 0.07
C 0.47174 0.00784 -2.65717 -0.11
C 0.36416 -0.84262 -1.39476 -0.17
H -1.12283 3.62693 0.05710 0.07
H -0.31234 4.56240 1.31042 0.08
H -0.94943 2.95932 1.67517 0.07
H 0.70751 1.95105 0.09665 0.10
H 0.85990 3.86202 -1.46598 0.07
H 2.46274 3.37045 -0.92449 0.08
H 1.70737 4.81334 -0.24501 0.08
H 1.77983 3.77829 2.27995 0.12
H 2.85958 2.73730 1.35373 0.11
H 2.06175 1.80939 3.57698 0.13
H 0.45100 1.61342 2.84616 0.12
H -0.60850 0.18731 1.65267 0.14
H 0.83318 -3.08341 0.46242 0.10
H -0.36323 -5.21830 0.72407 0.10
H -2.63400 -5.26025 1.69654 0.10
H -3.69935 -3.12788 2.40732 0.12
H -2.21707 -0.65274 -0.88943 0.13
H -2.09305 0.81254 0.11088 0.12
H -1.12528 2.07230 -1.76490 0.10
H -2.67035 1.35951 -2.24138 0.13
H -1.49071 -0.43997 -3.44292 0.15
H -0.84293 -0.17973 -5.62442 0.10
H -0.60126 1.38237 -6.32377 0.11
H 1.06060 0.89966 -2.43750 0.13
H 0.97986 -0.55913 -3.43940 0.12
H -0.22017 -1.75435 -1.61139 0.13
H 1.36031 -1.14530 -1.06896 0.11

---

# 2
58
Properties=species:S:1:pos:R:3:lowdin_spin:R:1 method="wB97M-V/def2-TZVPD" orbital_gap_ev="9.1 / 1.3" multiplicity=2 energy_ev=-40906.082 total_charge=+1 homo_ev="-13.34 / -12.90"
C -27.58086 -16.89946 -27.55557 0.00
C -26.80522 -17.40614 -28.75980 0.00
O -25.96214 -16.41913 -29.10677 0.00
C -26.32905 -15.29686 -28.36701 0.00
O -25.79938 -14.20598 -28.48509 0.00
O -27.47700 -15.55754 -27.71322 0.00
F -27.60710 -17.81998 -29.80369 0.00
H -27.25969 -17.05278 -26.52530 0.00
H -28.63683 -17.16015 -27.62682 0.00
H -26.28352 -18.31046 -28.44656 0.00
C -27.91906 -15.19646 -23.57846 0.00
C -26.81491 -16.19530 -23.80637 0.00
N -25.91090 -16.95588 -24.02707 0.00
H -27.43973 -14.28638 -23.93914 0.00
H -28.34280 -15.22831 -22.57470 0.00
H -28.70326 -15.58093 -24.23062 0.00
C -25.70072 -19.73811 -25.23470 0.00
C -27.10225 -19.74469 -25.64075 0.00
N -28.18683 -19.78170 -26.04176 0.00
H -25.57464 -19.53831 -24.17061 0.00
H -24.94987 -19.32285 -25.90693 0.00
H -25.27225 -20.73664 -25.32103 0.00
C -27.79380 -12.83204 -30.44401 0.00
C -29.25585 -12.76386 -30.42363 0.00
N -30.38865 -12.84227 -30.41383 0.00
H -27.42723 -12.69925 -29.42612 0.00
H -27.35000 -12.12634 -31.14624 0.00
H -27.45149 -13.78509 -30.84727 0.00
C -23.84823 -14.21809 -31.13267 0.00
C -22.75714 -14.39337 -32.09540 0.00
N -21.89303 -14.59283 -32.84101 0.00
H -23.30306 -14.17473 -30.18980 0.00
H -24.52447 -15.06344 -31.25986 0.00
H -24.45038 -13.33550 -31.34843 0.00
C -31.36431 -14.89621 -27.83633 0.00
C -31.96870 -15.93854 -28.63809 0.01
N -32.52490 -16.70808 -29.27432 0.02
H -30.97830 -15.57986 -27.08021 0.00
H -32.12882 -14.22042 -27.45302 0.00
H -30.60907 -14.38839 -28.43620 0.00
C -25.19985 -21.53896 -30.26222 0.00
C -24.50634 -20.58298 -29.40196 0.00
N -23.95300 -19.85620 -28.69761 0.00
H -24.76228 -22.53582 -30.31611 0.00
H -25.22287 -21.20929 -31.30092 0.00
H -26.23571 -21.66185 -29.94601 0.00
C -30.32680 -19.66604 -29.69751 0.08
C -29.75720 -20.48152 -30.72991 0.23
N -29.25892 -21.13485 -31.59008 0.48
H -30.03496 -18.62455 -29.83258 0.04
H -29.85377 -19.89492 -28.74254 0.03
H -31.41458 -19.71634 -29.64951 0.00
C -23.33835 -14.61640 -26.17357 0.01
C -22.18336 -14.04766 -25.48240 0.03
N -21.26981 -13.64522 -24.81693 0.06
H -24.10445 -13.90164 -26.47411 0.00
H -23.73771 -15.20543 -25.34795 0.00
H -22.90721 -15.15469 -27.01765 0.00

---

# 3
52
Properties=species:S:1:pos:R:3:lowdin_charge:R:1 method="wB97M-V/def2-TZVPD" orbital_gap_ev="5.0 / 4.4" energy_ev=-87202.885 total_charge=+1 homo_ev="-11.28 / -10.83"
Pd -0.31622 0.44347 0.30069 0.77
N -1.21683 -1.03303 -1.02005 -0.03
C -0.16695 -1.99137 -1.49018 -0.20
C 1.17891 -1.36631 -1.87668 -0.09
C 2.14028 -1.12183 -0.68223 -0.67
O 3.05980 -1.92203 -0.53778 0.04
O 1.87393 -0.14487 0.09667 -0.13
H -1.94444 -1.55638 -0.54358 0.10
H -1.67197 -0.58762 -1.81081 0.09
H -0.57519 -2.55871 -2.32838 0.12
H -0.01104 -2.70343 -0.67656 0.11
H 1.01976 -0.43993 -2.43414 0.10
H 1.66822 -2.07129 -2.54626 0.12
C 2.36948 2.97462 -1.22267 -0.20
Ge 0.57837 3.15177 -0.48286 0.78
C 0.64005 2.86362 1.48795 -0.21
C -0.24193 4.89641 -0.80464 -0.21
C -0.57139 1.70219 -1.18144 -0.32
H 3.02896 3.73557 -0.80488 0.03
H 2.35278 3.10168 -2.30478 0.03
H 2.76214 1.98963 -0.97536 0.01
H 1.31963 3.64223 1.84629 0.04
H 1.09663 1.92203 1.80389 -0.01
H -0.31951 3.01796 1.98367 0.02
H 0.34354 5.67800 -0.32022 0.03
H -1.25682 4.93574 -0.41048 0.02
H -0.27434 5.11059 -1.87188 0.02
H -0.26787 1.33096 -2.16054 0.01
H -1.65282 1.87760 -1.17650 0.02
C -3.57189 1.45225 4.76138 -0.03
C -2.63441 0.61725 5.36230 -0.04
C -1.64952 0.02484 4.60237 0.00
C -1.61070 0.25903 3.21202 -0.27
C -2.60877 1.04431 2.60563 -0.01
C -3.55960 1.66452 3.38404 -0.04
N -0.67413 -0.32032 2.39983 0.11
C 0.54815 -0.61135 2.83608 -0.27
C 1.29802 -1.59203 2.10022 0.03
C 2.58312 -1.91041 2.46035 -0.02
C 3.17447 -1.21234 3.50432 0.03
C 2.48887 -0.20512 4.21894 -0.02
C 1.19724 0.08983 3.91479 0.00
H -4.33835 1.91511 5.36823 0.12
H -2.68876 0.41866 6.42348 0.12
H -0.95882 -0.67700 5.04998 0.13
H -2.58023 1.17310 1.52972 0.10
H -4.30728 2.29554 2.92491 0.12
H 0.79405 -2.12275 1.30831 0.11
H 3.14117 -2.64252 1.89628 0.12
H 4.20632 -1.42080 3.75617 0.13
H 3.00874 0.35249 4.98514 0.12
H 0.68730 0.91253 4.39548 0.12

---

# 4
52
Properties=species:S:1:pos:R:3:lowdin_charge:R:1 method="wB97M-V/def2-TZVPD" orbital_gap_ev=9.6 energy_ev=-38475.398 smiles="Cc1ccc(C[C@@H]2OC(=O)[C@H](CCCO)[C@@]2(COO)C[C@H](C)I)cc1" total_charge=0 homo_ev=-9.11
C -0.82261 5.90165 0.61742 -0.04
C -0.06828 4.59188 0.53864 -0.28
C 0.92735 4.35115 -0.37838 -0.05
C 1.60500 3.16467 -0.38596 -0.04
C 1.32936 2.15438 0.50616 -0.23
C 2.09484 0.84663 0.53836 -0.05
C 1.63428 -0.19463 -0.50108 -0.23
O 1.10285 0.32713 -1.71547 0.03
C 0.60916 -0.83025 -2.33354 -0.41
O 0.84585 -1.20399 -3.45130 0.16
C -0.24174 -1.46882 -1.20525 -0.15
C -1.40048 -0.42282 -1.08097 -0.10
C -2.78822 -1.06814 -0.77340 -0.14
C -3.92307 -0.29504 -1.45390 -0.25
O -4.52875 0.55270 -0.45881 -0.08
C 0.79946 -1.47850 -0.04904 -0.29
C 0.18991 -1.40735 1.34913 -0.15
O -1.08720 -2.02251 1.37788 -0.21
O -1.59807 -1.90490 2.68279 -0.01
C 1.84200 -2.62839 -0.15283 -0.19
C 1.51892 -3.96100 0.54477 -0.74
C 2.68124 -4.93615 0.21050 -0.19
I -0.27705 -4.93860 -0.12632 0.93
C 0.32255 2.39761 1.40898 -0.05
C -0.36718 3.58123 1.42784 -0.05
H -1.09068 6.26972 -0.37456 0.08
H -0.13895 6.63845 1.06095 0.08
H -1.67193 5.82073 1.29574 0.07
H 1.20371 5.12520 -1.08940 0.12
H 2.39523 3.03411 -1.12153 0.12
H 3.14692 1.06083 0.32445 0.12
H 2.07840 0.47231 1.56580 0.12
H 2.59201 -0.60451 -0.85613 0.14
H -0.53381 -2.42483 -1.64029 0.09
H -1.13779 0.33170 -0.33583 0.12
H -1.48381 0.04281 -2.06814 0.12
H -2.94064 -0.99489 0.30379 0.10
H -2.72965 -2.11756 -1.06907 0.11
H -3.53625 0.36168 -2.24224 0.11
H -4.65073 -1.00230 -1.87212 0.11
H -5.01688 1.21057 -0.96579 0.08
H 0.05924 -0.36895 1.68763 0.10
H 0.83712 -1.88167 2.09982 0.13
H -1.77131 -0.96042 2.83793 0.10
H 2.07599 -2.84275 -1.20272 0.13
H 2.76817 -2.26850 0.31849 0.13
H 1.50047 -3.88869 1.63262 0.08
H 2.45470 -5.92156 0.62178 0.05
H 3.64905 -4.53810 0.52384 0.08
H 2.66661 -5.06401 -0.87818 0.06
H 0.03944 1.66246 2.15892 0.10
H -1.16475 3.74025 2.14804 0.11

---

# 5
52
Properties=species:S:1:pos:R:3:lowdin_charge:R:1 method="wB97M-V/def2-TZVPD" orbital_gap_ev=8.7 energy_ev=-30753.461 smiles=C[C@@H](CCCC(C)(C)O)NCc1cn[nH]c1-c1ccc2c(c1)OCO2 total_charge=0 homo_ev=-7.99
C -2.19852 -2.41020 -0.90013 -0.06
C -1.74390 -0.99404 -0.52629 -0.42
C -2.31320 0.04519 -1.50082 -0.16
C -1.74183 1.42607 -1.19684 -0.21
C -2.23276 2.49657 -2.16504 -0.14
C -1.84915 3.91995 -1.72781 -0.63
C -2.31287 4.92346 -2.79476 -0.04
C -0.33811 4.06557 -1.51223 -0.03
O -2.54138 4.16245 -0.51169 -0.02
N -2.11513 -0.62191 0.82908 -0.03
C -1.16021 -0.96444 1.86831 -0.17
C 0.05228 -0.09954 1.73588 -0.16
C 0.05519 1.30574 1.79955 -0.11
N 1.27002 1.79309 1.65526 0.04
N 2.06431 0.73761 1.51932 0.02
C 1.38521 -0.44083 1.54544 -0.17
C 2.08482 -1.71371 1.43184 -0.15
C 1.55295 -2.76789 0.69624 -0.02
C 2.21167 -3.98706 0.57121 0.02
C 3.42435 -4.11355 1.20289 -0.20
C 3.97196 -3.06035 1.93844 -0.19
C 3.32948 -1.85721 2.06842 0.06
O 5.17876 -3.44859 2.45699 0.04
C 5.37467 -4.77857 2.02737 -0.16
O 4.27433 -5.18627 1.24370 0.04
H -3.28595 -2.45832 -0.92698 0.08
H -1.84114 -3.13540 -0.17001 0.07
H -1.81724 -2.69131 -1.87882 0.08
H -0.65050 -0.93828 -0.58523 0.13
H -2.06396 -0.24828 -2.52306 0.12
H -3.40053 0.06758 -1.40881 0.12
H -2.03493 1.70459 -0.18647 0.10
H -0.65293 1.36793 -1.23229 0.11
H -3.32221 2.45475 -2.21627 0.12
H -1.83594 2.31203 -3.16513 0.12
H -3.38532 4.83250 -2.94904 0.08
H -1.80441 4.73854 -3.73695 0.08
H -2.09605 5.94273 -2.47813 0.08
H 0.20469 3.70837 -2.38304 0.09
H -0.08106 5.11216 -1.35213 0.08
H -0.02306 3.49886 -0.63989 0.07
H -2.25011 5.01076 -0.16084 0.10
H -3.03827 -0.97666 1.04971 0.12
H -0.86243 -2.02728 1.87161 0.11
H -1.63980 -0.74968 2.82908 0.12
H -0.78371 1.95584 1.94058 0.11
H 3.05276 0.86254 1.37026 0.15
H 0.61300 -2.63425 0.18736 0.09
H 1.79405 -4.79760 -0.00178 0.12
H 3.75669 -1.06437 2.65989 0.13
H 6.29722 -4.84001 1.42791 0.14
H 5.46823 -5.43929 2.90412 0.14